DFT (ωB97M-V with the def2-TZVPD basis set) results for a structure of composition C44H55ClCsGeN3O5PS at a distorted geometry.

XYZ file:
```
112
Properties=species:S:1:pos:R:3
Cs 0.81 -2.21 -0.36
C 2.99 -5.12 -1.14
C 3.41 -5.13 0.34
C 4.76 -4.43 0.52
C 3.47 -6.59 0.77
O 2.36 -4.44 1.11
Ge 2.35 -3.71 2.79
O 0.54 -3.40 2.79
C -0.25 -3.62 4.03
C 0.12 -5.05 4.56
C -0.03 -2.53 5.04
C -1.67 -3.69 3.53
O 3.01 -2.16 2.13
C 3.80 -1.10 2.79
C 5.26 -1.56 3.05
C 3.91 0.06 1.83
C 3.18 -0.71 4.12
H 3.66 -5.78 -1.69
H 1.97 -5.46 -1.34
H 3.20 -4.11 -1.55
H 5.48 -4.87 -0.13
H 4.74 -3.33 0.33
H 5.13 -4.55 1.52
H 4.23 -7.14 0.20
H 3.71 -6.66 1.85
H 2.51 -7.07 0.64
H 1.16 -5.12 4.92
H -0.59 -5.27 5.41
H 0.00 -5.87 3.86
H 0.84 -2.70 5.62
H 0.05 -1.61 4.53
H -0.93 -2.50 5.70
H -1.84 -4.52 2.80
H -2.30 -3.86 4.39
H -1.99 -2.76 3.08
H 5.93 -1.86 2.18
H 5.77 -0.75 3.61
H 5.21 -2.42 3.75
H 4.19 -0.22 0.83
H 2.88 0.48 1.76
H 4.43 0.88 2.31
H 3.25 -1.59 4.79
H 3.79 0.00 4.70
H 2.10 -0.42 4.09
O 2.76 -0.28 -1.92
N 3.14 1.03 -2.38
C 2.81 1.17 -3.62
C 2.59 2.52 -4.13
C 3.68 3.37 -4.29
C 3.45 4.70 -4.62
C 2.11 5.13 -4.98
C 1.02 4.27 -4.84
C 1.26 2.97 -4.30
P -0.11 2.07 -3.50
C -1.46 3.25 -3.40
C -2.53 3.32 -4.28
C -3.43 4.34 -4.14
C -3.28 5.32 -3.17
C -2.24 5.26 -2.26
C -1.31 4.20 -2.35
C -0.73 0.83 -4.66
C -1.36 -0.31 -4.02
C -1.80 -1.48 -4.86
C -1.74 -1.37 -6.29
C -1.02 -0.32 -6.80
C -0.56 0.78 -6.04
H 3.20 -0.29 -1.03
H 2.65 0.32 -4.27
H 4.68 2.98 -4.03
H 4.31 5.39 -4.75
H 1.92 6.15 -5.33
H 0.03 4.64 -5.05
H -2.72 2.56 -5.08
H -4.42 4.30 -4.64
H -4.02 6.13 -3.13
H -2.14 5.97 -1.43
H -0.44 4.08 -1.68
H -2.01 -0.01 -3.18
H -2.75 -1.93 -4.50
H -2.20 -2.13 -6.90
H -0.96 -0.19 -7.92
H -0.11 1.62 -6.53
S -0.46 -1.86 -3.79
Cl -8.00 -0.74 -0.39
C -6.31 -0.88 0.02
C -5.71 0.16 0.73
C -4.36 0.13 1.06
C -3.58 -1.06 0.80
C -2.25 -1.22 1.21
C -4.26 -2.16 0.20
C -5.61 -2.07 -0.17
H -6.32 1.05 0.93
H -3.80 1.03 1.37
H -1.76 -2.18 1.14
H -1.70 -0.32 1.56
H -3.70 -3.02 -0.17
H -6.18 -2.96 -0.55
N -3.14 7.17 3.32
C -2.75 6.26 2.42
O -2.63 6.59 1.22
C -2.51 4.92 2.96
C -2.25 4.63 4.33
C -1.98 3.30 4.69
C -2.05 2.30 3.75
N -2.40 2.58 2.50
C -2.51 3.83 2.12
H -3.29 8.13 3.04
H -3.43 6.84 4.22
H -1.96 5.44 4.99
H -1.59 3.09 5.67
H -1.88 1.22 3.99
H -2.50 3.98 1.01
```

As for the energy above the lowest of the compared OMol25 structures with the same formula, charge and spin: 91.00 kcal/mol. As for the multiplicity: 2. Its charge is -2. As for the expectation value of S²: 0.76. As for the LUMO energy (spin up / spin down): 3.319 / 3.318 eV.

DFT (ωB97M-V with the def2-TZVPD basis set) results for a cluster of 14 separate species, C14H56N28O14 in total at a distorted geometry.

XYZ file:
```
112
Properties=species:S:1:pos:R:3
C -4.76 -2.09 1.63
O -3.56 -2.34 1.51
N -5.57 -1.84 0.66
N -5.44 -2.07 2.70
H -5.26 -1.76 -0.30
H -6.46 -1.53 1.02
H -4.90 -2.21 3.54
H -6.42 -1.85 2.80
C -4.87 3.22 -2.21
O -5.04 3.84 -1.20
N -5.73 3.10 -3.16
N -4.08 2.22 -2.23
H -6.51 3.74 -3.10
H -5.52 2.48 -3.93
H -3.59 1.93 -1.40
H -4.18 1.54 -2.97
C -0.33 0.23 -0.46
O -0.86 0.74 -1.48
N -0.40 -1.02 -0.14
N 0.58 0.77 0.24
H -0.95 -1.65 -0.70
H -0.11 -1.25 0.80
H 1.07 1.50 -0.25
H 1.13 0.08 0.72
C -0.53 5.85 1.57
O 0.20 5.69 2.55
N -1.28 4.93 0.96
N -0.74 7.07 0.98
H -1.78 5.18 0.11
H -1.39 3.97 1.22
H -0.26 7.92 1.25
H -1.57 7.16 0.42
C 3.39 -0.52 -3.15
O 3.56 -1.70 -3.24
N 3.98 0.43 -3.82
N 2.47 -0.09 -2.38
H 4.87 0.31 -4.30
H 3.60 1.27 -3.41
H 2.33 -0.76 -1.64
H 2.59 0.84 -1.98
C 2.52 -4.55 -1.04
O 1.97 -5.62 -0.58
N 3.82 -4.33 -0.94
N 1.98 -3.52 -1.65
H 4.55 -4.96 -0.64
H 4.10 -3.42 -1.28
H 1.08 -3.64 -2.09
H 2.65 -2.87 -2.04
C 1.85 -2.88 2.39
O 1.05 -2.51 1.62
N 1.54 -3.15 3.65
N 3.09 -3.30 2.07
H 2.27 -3.47 4.28
H 0.60 -2.92 3.91
H 3.65 -3.37 2.91
H 3.53 -3.32 1.17
C -1.11 0.24 -5.22
O -1.57 -0.25 -6.23
N 0.18 0.33 -5.15
N -1.80 0.60 -4.17
H 0.51 -0.34 -5.83
H 0.72 0.58 -4.33
H -1.23 1.02 -3.45
H -2.79 0.51 -3.97
C -1.97 -3.35 4.06
O -1.17 -2.64 4.59
N -1.71 -4.10 3.04
N -3.16 -3.59 4.39
H -0.86 -4.03 2.51
H -2.41 -4.60 2.50
H -3.49 -3.01 5.15
H -3.78 -4.26 3.94
C 3.01 3.65 2.48
O 4.15 3.54 2.74
N 2.07 3.77 3.40
N 2.46 3.38 1.37
H 1.44 4.47 3.01
H 2.32 3.99 4.35
H 1.46 3.40 1.27
H 3.07 3.31 0.57
C 5.63 -0.89 -0.79
O 5.01 -1.94 -0.54
N 5.48 0.19 -0.10
N 6.61 -0.68 -1.57
H 5.00 0.20 0.79
H 6.08 0.91 -0.46
H 7.14 -1.43 -1.99
H 6.79 0.26 -1.91
C -1.59 0.91 3.53
O -1.53 2.04 3.91
N -2.61 0.39 2.88
N -0.70 0.02 3.86
H -2.78 -0.58 2.65
H -3.39 1.04 2.91
H 0.21 0.21 4.26
H -0.96 -0.93 3.62
C -1.64 -3.73 -1.10
O -0.86 -4.17 -1.95
N -2.76 -3.20 -1.38
N -1.56 -3.79 0.18
H -3.47 -3.01 -0.69
H -3.17 -3.27 -2.30
H -2.23 -3.21 0.66
H -0.92 -4.33 0.74
C 1.57 3.48 -1.76
O 2.40 2.61 -1.55
N 1.89 4.62 -2.23
N 0.30 3.41 -1.59
H 1.27 5.37 -2.50
H 2.88 4.62 -2.44
H -0.23 4.26 -1.52
H -0.13 2.49 -1.56
```

As for the energy above the lowest of the compared OMol25 structures with the same formula, charge and spin: 273.54 kcal/mol. As for the LUMO energy: -0.429 eV.

DFT (ωB97M-V with the def2-TZVPD basis set) results for the molecule C13H16N2O5 at a distorted geometry.

XYZ file:
```
36
Properties=species:S:1:pos:R:3
C 0.37 -1.14 -2.79
C 0.75 0.34 -2.56
C -1.16 -1.27 -3.04
C -1.76 -0.03 -3.68
C 0.49 0.32 -0.02
C -0.88 -0.34 0.17
C 0.66 1.43 1.03
C 0.65 0.91 2.47
C -0.54 0.89 3.19
C 1.82 0.46 3.05
C -0.55 0.41 4.50
C 1.81 -0.03 4.35
C 0.62 -0.05 5.08
H 0.22 -2.22 -1.06
H 1.10 -2.93 -2.23
H 0.88 -1.32 -3.74
H -1.32 -2.15 -3.67
H -1.69 -1.43 -2.10
H -2.26 0.75 -5.31
H 0.93 1.90 -1.37
H 1.21 -0.48 0.14
H -0.10 2.18 0.88
H 1.62 1.89 0.83
H -1.45 1.24 2.78
H 2.77 0.48 2.49
H -1.48 0.39 5.09
H 2.75 -0.37 4.77
H 0.62 -0.40 6.11
H -1.70 0.90 -1.09
N 0.90 -2.05 -1.79
N 0.63 0.93 -1.33
O 1.05 1.02 -3.53
O -2.06 0.97 -3.07
O -1.94 -0.14 -5.00
O -1.02 -1.35 0.81
O -1.94 0.29 -0.36
```

As for the energy above the lowest of the compared OMol25 structures with the same formula, charge and spin: 11.26 kcal/mol. The SMILES is N[C@@H](CC(=O)O)C(=O)N[C@@H](Cc1ccccc1)C(=O)O. As for the LUMO energy: 0.649 eV.

DFT (ωB97M-V with the def2-TZVPD basis set) results for the molecule C8H9N3O4 at a distorted geometry.

XYZ file:
```
24
Properties=species:S:1:pos:R:3
C 0.55 0.81 0.03
C 1.88 0.74 0.19
C 2.55 -0.58 0.45
C 0.35 -1.59 0.00
C -2.30 0.68 1.00
C -2.34 -0.03 -1.36
C -1.65 -0.22 -0.07
C 2.86 1.86 0.07
N 1.70 -1.67 0.22
N -0.22 -0.37 -0.04
N -2.54 -1.28 -0.53
O -1.64 1.52 1.52
O 3.67 -0.70 0.90
O -0.22 -2.63 -0.29
O -3.52 0.30 1.26
H 0.05 1.72 -0.33
H -3.17 0.65 -1.31
H -1.82 0.07 -2.21
H 3.61 1.83 0.95
H 2.21 2.70 -0.17
H 3.57 1.50 -0.71
H 2.06 -2.59 0.43
H -3.54 -0.61 0.77
H -2.10 -2.14 -0.77
```

As for the energy above the lowest of the compared OMol25 structures with the same formula, charge and spin: 0.00 kcal/mol. The SMILES is Cc1cn([C@@]2(C(=O)O)CN2)c(=O)[nH]c1=O. As for the LUMO energy: 0.501 eV.

DFT (ωB97M-V with the def2-TZVPD basis set) results for the molecule C5H4O2 at a distorted geometry.

XYZ file:
```
11
Properties=species:S:1:pos:R:3
C 0.55 -0.67 -0.31
C 0.46 -1.85 0.50
C -0.28 0.32 -0.26
C -1.33 -1.26 2.18
C -1.05 1.31 -0.23
O -0.57 -1.73 1.40
O -0.91 2.51 0.44
H 1.29 -0.66 -1.08
H 0.99 -2.74 0.33
H -1.78 1.31 -0.96
H -0.19 2.51 0.99
```

As for the energy above the lowest of the compared OMol25 structures with the same formula, charge and spin: 161.30 kcal/mol. As for the LUMO energy (spin up / spin down): 0.164 / 0.162 eV.

DFT (ωB97M-V with the def2-TZVPD basis set) results for a structure of composition C3H6AgO4 at a distorted geometry.

XYZ file:
```
14
Properties=species:S:1:pos:R:3
O -0.05 1.19 -0.13
C -0.68 0.02 -0.17
O -1.84 -0.19 0.00
O 0.28 -0.90 -0.31
C -0.01 -2.26 0.02
H -0.69 -2.34 0.87
H -0.43 -2.75 -0.86
C -0.84 2.37 0.02
H -1.54 2.45 -0.82
H -1.38 2.34 0.97
H -0.13 3.20 0.00
O 3.84 -1.01 0.38
H 1.02 -2.67 0.30
Ag 2.44 0.52 -0.27
```

As for the energy above the lowest of the compared OMol25 structures with the same formula, charge and spin: 22.39 kcal/mol. As for the multiplicity: 2. As for the expectation value of S²: 0.76. As for the LUMO energy (spin up / spin down): -0.466 / -0.386 eV.

DFT (ωB97M-V with the def2-TZVPD basis set) results for a structure of composition C39H58N2NiO8SSi2.

XYZ file:
```
111
Properties=species:S:1:pos:R:3
Ni -0.93 -0.58 0.76
C -4.99 -2.14 -0.85
C -4.05 -1.31 0.01
O -2.82 -1.69 0.07
C -4.58 -0.23 0.67
C -3.85 0.63 1.57
C -4.63 1.63 2.38
N -2.58 0.51 1.75
N -2.04 1.36 2.71
C -0.82 0.98 3.01
O -0.26 -0.11 2.65
C -0.04 1.93 3.86
C 1.34 1.99 3.70
C 2.09 2.87 4.46
C 1.48 3.70 5.39
C 0.09 3.66 5.54
C -0.66 2.78 4.78
H -4.74 -2.02 -1.90
H -6.03 -1.85 -0.69
H -4.87 -3.20 -0.59
H -5.63 -0.02 0.55
H -5.67 1.66 2.06
H -4.18 2.62 2.29
H -4.59 1.37 3.44
H 1.79 1.34 2.96
H 3.17 2.92 4.33
H 2.07 4.38 6.00
H -0.39 4.32 6.25
H -1.74 2.74 4.87
C 4.06 2.40 -1.30
C 3.62 2.27 0.16
C 4.55 1.32 0.90
C 3.66 3.65 0.82
O 2.32 1.70 0.24
Si 0.81 2.18 -0.25
O -0.32 1.16 0.07
O 0.86 2.59 -1.88
C 0.46 1.74 -2.96
C -1.07 1.62 -2.97
C 1.08 0.36 -2.84
C 0.94 2.43 -4.23
O 0.68 3.66 0.50
C -0.34 4.63 0.48
C -1.72 3.99 0.59
C -0.24 5.44 -0.82
C -0.09 5.54 1.68
H 5.01 2.93 -1.37
H 3.30 2.94 -1.86
H 4.18 1.40 -1.75
H 5.59 1.62 0.77
H 4.41 0.30 0.52
H 4.31 1.31 1.97
H 4.70 3.99 0.90
H 3.21 3.60 1.81
H 3.09 4.37 0.23
H -1.40 1.17 -2.04
H -1.39 0.99 -3.80
H -1.53 2.61 -3.08
H 0.75 -0.15 -1.93
H 2.17 0.44 -2.80
H 0.81 -0.26 -3.70
H 0.47 3.41 -4.33
H 0.70 1.82 -5.10
H 2.02 2.57 -4.18
H -1.90 3.33 -0.26
H -2.50 4.77 0.63
H -1.78 3.37 1.49
H -0.34 4.76 -1.67
H 0.74 5.93 -0.89
H -1.03 6.20 -0.87
H -0.25 4.98 2.60
H -0.77 6.40 1.66
H 0.94 5.90 1.67
C 2.09 -4.21 0.23
Si 2.19 -2.32 0.48
C 3.30 -2.17 2.02
C 3.22 -1.75 -1.00
O 0.78 -1.65 0.65
H 3.07 -4.65 -0.02
H 1.40 -4.46 -0.59
H 1.72 -4.71 1.13
H 4.37 -2.22 1.78
H 3.08 -2.97 2.73
H 3.11 -1.22 2.53
H 4.28 -2.03 -0.89
H 3.16 -0.67 -1.12
H 2.85 -2.20 -1.93
O -0.80 -2.14 -1.65
S -1.97 -3.05 -1.78
C -1.34 -4.23 -3.04
C 0.01 -4.20 -3.36
C 0.51 -5.03 -4.35
C -0.34 -5.90 -5.03
C -1.69 -5.92 -4.72
C -2.19 -5.08 -3.74
C -1.93 -4.30 -0.46
C -2.83 -5.36 -0.47
C -2.90 -6.21 0.62
C -2.07 -6.00 1.72
C -1.18 -4.93 1.72
C -1.11 -4.08 0.63
H 0.65 -3.50 -2.83
H 1.57 -5.01 -4.60
H 0.05 -6.56 -5.79
H -2.36 -6.59 -5.25
H -3.26 -5.07 -3.52
H -3.48 -5.52 -1.32
H -3.60 -7.03 0.62
H -2.12 -6.67 2.57
H -0.54 -4.75 2.57
H -0.42 -3.23 0.62
```

As for the multiplicity: 3. Its charge is -2. As for the expectation value of S²: 2.00. As for the LUMO energy (spin up / spin down): 4.056 / 4.056 eV.